{"formula": "C25H32N3O3P", "method": "the ωB97M-V functional and the def2-TZVPD basis", "symbols": ["P", "O", "O", "O", "N", "N", "N", "C", "C", "C", "C", "C", "C", "C", "C", "C", "C", "C", "C", "C", "C", "C", "C", "C", "C", "C", "C", "C", "C", "C", "C", "C", "H", "H", "H", "H", "H", "H", "H", "H", "H", "H", "H", "H", "H", "H", "H", "H", "H", "H", "H", "H", "H", "H", "H", "H", "H", "H", "H", "H", "H", "H", "H", "H"], "xyz": [[0.42685, 3.26073, -1.33676], [0.69302, 2.62018, -2.64612], [0.24063, 4.87409, -1.37335], [1.61557, 3.15470, -0.24294], [-3.00896, 1.42767, -1.43590], [-5.50419, -2.89774, 1.58184], [4.89384, -2.15088, 0.66210], [3.78474, 3.59391, 0.73810], [5.56979, -1.81762, -0.57743], [3.17213, -1.80482, -0.78310], [-2.03509, 1.96562, -1.02710], [-4.20882, -2.76791, 1.20295], [-6.43590, -2.52962, 0.53162], [-0.51195, -1.74153, -0.54655], [-5.97593, -3.17890, 2.91531], [4.41640, -1.65380, -1.59395], [-0.94972, 2.58119, -0.45198], [5.63631, -2.32676, 1.88585], [1.25428, -2.02019, 1.25487], [-3.04867, -3.03367, 1.94930], [3.54435, -2.10179, 0.55257], [-4.13843, -2.28128, -0.12589], [2.67597, 4.14978, -0.12284], [-1.71248, -2.16320, 0.07646], [0.83306, -1.81868, -0.10371], [-0.63050, 5.46780, -2.36540], [1.84552, -1.67063, -1.10740], [-1.81807, -2.81771, 1.35228], [-5.52346, -2.16961, -0.66304], [-2.92267, -1.92472, -0.65608], [2.58462, -2.23281, 1.57070], [-0.42862, 6.96518, -2.41785], [-1.14700, 7.39157, -3.12181], [6.54138, -2.91060, 1.67847], [-0.63970, -1.33788, -1.55661], [4.47676, -0.68242, -2.09644], [2.90649, -2.48642, 2.58140], [0.56911, 7.22187, -2.78185], [6.15243, -0.89065, -0.47082], [6.28017, -2.60753, -0.85231], [4.54048, 4.35994, 0.92923], [-0.39759, 5.01151, -3.33928], [4.50112, -2.41547, -2.37638], [5.02039, -2.85398, 2.62281], [-0.92184, -3.15931, 1.85851], [3.40613, 3.25270, 1.70174], [2.25163, 5.05299, 0.33549], [-2.86646, -1.43593, -1.62585], [-1.66970, 5.22557, -2.09809], [-5.74176, -1.16782, -1.04352], [3.06400, 4.39280, -1.12576], [-6.78246, -3.92207, 2.87562], [4.28009, 2.76294, 0.23228], [-5.15516, -3.56286, 3.52945], [-1.00932, 2.75797, 0.62070], [-6.38052, -2.27327, 3.39520], [-5.71117, -2.86742, -1.48887], [5.94916, -1.36327, 2.31918], [-0.60063, 7.42351, -1.44023], [1.54468, -1.44082, -2.12955], [-7.06841, -1.68673, 0.84174], [-3.13934, -3.41482, 2.96706], [0.52332, -1.96444, 2.05471], [-7.10987, -3.36663, 0.30719]], "lowdin_charge": [0.433, -0.320, -0.258, -0.247, 0.022, -0.121, -0.127, -0.093, -0.125, -0.142, -0.455, -0.160, -0.122, 0.091, -0.026, -0.083, -0.266, -0.030, 0.004, 0.012, -0.167, -0.140, -0.277, -0.181, -0.184, -0.281, 0.058, 0.007, -0.080, 0.049, 0.011, -0.090, 0.072, 0.094, 0.134, 0.127, 0.106, 0.073, 0.126, 0.123, 0.073, 0.113, 0.122, 0.083, 0.098, 0.074, 0.113, 0.118, 0.118, 0.128, 0.119, 0.095, 0.067, 0.079, 0.035, 0.101, 0.124, 0.100, 0.074, 0.137, 0.127, 0.105, 0.104, 0.123], "e_tot_ev": -46345.39165, "gap_ha": 0.1342, "homo_ev": -5.36, "e_lumo_ev": -1.7}

{"formula": "C25H32N4O4", "method": "the ωB97M-V functional and the def2-TZVPD basis", "symbols": ["O", "O", "O", "O", "N", "N", "N", "N", "C", "C", "C", "C", "C", "C", "C", "C", "C", "C", "C", "C", "C", "C", "C", "C", "C", "C", "C", "C", "C", "C", "C", "C", "C", "H", "H", "H", "H", "H", "H", "H", "H", "H", "H", "H", "H", "H", "H", "H", "H", "H", "H", "H", "H", "H", "H", "H", "H", "H", "H", "H", "H", "H", "H", "H", "H"], "xyz": [[1.17177, -0.11484, 3.12711], [-2.17751, 2.72905, 2.25940], [1.45294, 1.94967, -0.86975], [0.71934, -3.43502, -1.52732], [1.70237, -1.68979, -2.60964], [0.30136, 0.75288, 1.24587], [-1.19217, 1.33362, 3.75107], [1.27120, -0.49508, -4.48934], [0.11303, 2.04992, 1.88066], [-0.25544, -2.26619, -3.97558], [0.87477, -1.49504, -3.70642], [-2.05503, -0.19140, -1.44854], [-2.01234, 1.46678, 6.06636], [1.19708, -1.50915, 1.17654], [0.87488, -0.24824, 1.94789], [2.07773, 2.72531, -1.87651], [1.60427, -2.61520, -1.60867], [2.71929, -2.48513, -0.58722], [-1.50462, 0.48767, -2.51835], [-1.92753, -0.93562, 5.81793], [-2.70315, -0.38807, 4.62447], [2.94515, 1.89466, -2.81784], [-1.44602, -0.11451, -0.20851], [-0.33808, 1.21805, -2.36946], [-0.98366, -1.96598, -5.11044], [0.29749, 1.27993, -1.13620], [-0.27872, 0.61153, -0.04239], [2.46090, -1.29101, 0.33851], [-1.22007, 2.08889, 2.64423], [0.56063, -0.22063, -5.57049], [-2.33908, 1.10539, 4.60100], [-2.11102, 0.16049, 6.86423], [-0.57504, -0.92278, -5.93139], [-3.14448, 1.71856, 4.18976], [2.74772, -3.40325, 0.00059], [3.67669, -2.36244, -1.09697], [3.31487, -1.16008, 1.00606], [2.35004, 1.18689, -3.39336], [0.10797, 2.82108, 1.11079], [-2.44376, -0.87744, 3.68644], [-3.10039, 0.07080, 7.31557], [0.06926, 1.73129, -3.22504], [2.47517, -1.03696, -2.58385], [-1.12239, -0.66424, -6.82372], [2.35414, -0.37759, -0.24990], [3.69136, 1.35021, -2.24238], [0.94281, 2.21503, 2.57252], [-2.69209, 2.22515, 6.45048], [-3.77474, -0.50341, 4.79058], [1.33227, 3.30108, -2.43620], [3.45997, 2.55784, -3.50765], [-2.96194, -0.76163, -1.57047], [-1.36911, 0.10804, 7.65924], [2.70581, 3.42654, -1.31849], [-1.00077, 1.87054, 6.11511], [1.36818, -2.31080, 1.89646], [0.93012, 0.60281, -6.16816], [-0.53696, -3.06445, -3.31150], [-1.88107, -0.60730, 0.64818], [-1.86494, -2.54096, -5.35360], [-0.87231, -1.04078, 5.56129], [0.36794, -1.78862, 0.52789], [-2.29991, -1.90228, 6.15373], [-1.98177, 0.45425, -3.48607], [-0.34860, 0.80404, 3.94927]], "lowdin_charge": [0.043, 0.061, -0.054, 0.081, 0.169, 0.021, 0.102, 0.101, -0.021, 0.001, -0.295, -0.066, -0.127, -0.079, -0.436, -0.228, -0.467, -0.099, -0.078, -0.194, -0.139, -0.061, 0.002, -0.016, -0.064, -0.203, -0.157, -0.159, -0.466, -0.146, -0.287, -0.194, -0.076, 0.142, 0.126, 0.120, 0.127, 0.029, 0.133, 0.107, 0.107, 0.105, 0.136, 0.099, 0.098, 0.077, 0.137, 0.107, 0.115, 0.120, 0.080, 0.107, 0.104, 0.126, 0.112, 0.133, 0.109, 0.102, 0.126, 0.110, 0.109, 0.104, 0.106, 0.106, 0.111], "smiles": "CCOc1ccccc1N(CC(=O)NC1CCCC1)C(=O)CCCC(=O)Nc1ccccn1", "e_tot_ev": -40597.00829, "gap_ha": 0.3420, "homo_ev": -8.61, "e_above_lowest_kcal_mol": 7.9, "e_lumo_ev": 0.7}

{"formula": "C25H32N4O4S", "method": "the ωB97M-V functional and the def2-TZVPD basis", "symbols": ["S", "O", "O", "O", "O", "N", "N", "N", "N", "C", "C", "C", "C", "C", "C", "C", "C", "C", "C", "C", "C", "C", "C", "C", "C", "C", "C", "C", "C", "C", "C", "C", "C", "C", "H", "H", "H", "H", "H", "H", "H", "H", "H", "H", "H", "H", "H", "H", "H", "H", "H", "H", "H", "H", "H", "H", "H", "H", "H", "H", "H", "H", "H", "H", "H", "H"], "xyz": [[-5.09982, 1.36590, 1.42543], [-5.81170, 2.60754, 1.37351], [-1.81869, 1.89820, -4.58077], [-5.77486, 0.18902, 1.89913], [2.70209, -1.66151, 0.29655], [-2.13570, -0.03797, -3.46175], [3.12392, 0.10109, 1.67269], [-3.72495, 1.65721, 2.33687], [4.95702, 1.27104, 2.31193], [-2.87519, 0.47396, -2.39525], [-0.56061, -1.70750, -2.60113], [-1.24746, 0.65443, 1.18182], [6.68004, -0.25485, 0.74430], [0.84624, -0.68224, 1.45231], [-3.42054, -0.57658, -1.64584], [2.31616, -0.81680, 1.07506], [-1.54158, 0.54190, 2.67741], [-1.92691, -1.47437, -3.24874], [-4.34116, 1.00451, -0.14428], [-3.09574, 1.79664, -2.04201], [-0.90365, -0.72910, 3.24222], [4.50063, 0.27041, 1.56516], [-3.83456, 2.04682, -0.89432], [7.15537, 0.79539, 1.52923], [-1.68281, 0.69531, -4.52375], [-4.15910, -0.31949, -0.51406], [5.31976, -0.52112, 0.76457], [-3.05612, 0.52526, 2.93476], [-1.03695, -0.09100, -5.64296], [6.25574, 1.51973, 2.28739], [0.25248, 0.62059, 0.90714], [7.61581, -1.07019, -0.08932], [-3.05488, -1.88293, -2.28406], [0.59737, -0.76922, 2.96033], [1.07763, 0.06499, 3.47648], [-3.49702, -0.36310, 2.47734], [-3.91508, -2.29244, -2.81930], [-1.75951, -0.77183, -6.08879], [-3.81413, 2.47666, 2.91323], [6.57932, 2.34300, 2.91049], [-0.70756, 0.61505, -6.40043], [-0.52382, -1.21563, -1.63212], [8.32068, -1.60021, 0.55033], [7.07095, -1.79642, -0.68607], [-4.02470, 3.05514, -0.56413], [-1.11402, 1.41362, 3.18447], [-2.69647, 2.59821, -2.63948], [0.73031, 1.47960, 1.38320], [-1.72996, -0.17605, 0.66284], [8.19063, -0.42557, -0.75248], [0.43417, 0.69331, -0.16728], [-3.24605, 0.47157, 4.01298], [-1.07517, -0.78247, 4.31898], [-2.71993, -2.62706, -1.56327], [-1.67754, 1.57889, 0.79631], [8.20656, 1.03806, 1.54383], [0.24444, -1.30791, -3.21157], [4.89289, -1.31855, 0.18055], [-0.38750, -2.77106, -2.46090], [0.33946, -1.52448, 0.96904], [-0.18248, -0.66307, -5.29371], [-4.59516, -1.10223, 0.08598], [-1.99150, -2.01118, -4.19718], [2.70947, 0.77575, 2.30192], [-1.38054, -1.59931, 2.78643], [1.02200, -1.69537, 3.35275]], "lowdin_charge": [0.656, -0.290, 0.074, -0.292, 0.076, 0.046, 0.159, -0.128, 0.106, -0.131, -0.018, -0.157, -0.264, -0.244, -0.149, -0.436, -0.307, -0.294, -0.289, 0.032, -0.157, -0.279, -0.051, -0.040, -0.462, -0.012, 0.042, -0.208, 0.013, -0.144, -0.137, -0.043, -0.058, -0.145, 0.116, 0.114, 0.128, 0.088, 0.114, 0.104, 0.088, 0.073, 0.086, 0.078, 0.120, 0.150, 0.107, 0.121, 0.112, 0.085, 0.120, 0.131, 0.119, 0.124, 0.111, 0.108, 0.074, 0.102, 0.089, 0.148, 0.074, 0.124, 0.138, 0.134, 0.126, 0.125], "smiles": "CC(=O)N1c2ccc(S(=O)(=O)NC[C@H]3CC[C@H](C(=O)Nc4cc(C)ccn4)CC3)cc2C[C@@H]1C", "e_tot_ev": -51432.27717, "gap_ha": 0.3382, "homo_ev": -8.64, "e_above_lowest_kcal_mol": 0.0, "e_lumo_ev": 0.6}

{"formula": "C25H32N6NdO6S", "method": "the ωB97M-V functional and the def2-TZVPD basis", "symbols": ["Nd", "S", "O", "O", "O", "O", "O", "O", "N", "N", "N", "N", "N", "N", "C", "C", "C", "C", "C", "C", "C", "C", "C", "C", "C", "C", "C", "C", "C", "C", "C", "C", "C", "C", "C", "C", "C", "C", "C", "H", "H", "H", "H", "H", "H", "H", "H", "H", "H", "H", "H", "H", "H", "H", "H", "H", "H", "H", "H", "H", "H", "H", "H", "H", "H", "H", "H", "H", "H", "H", "H"], "xyz": [[0.46751, 0.88494, 0.27298], [3.29829, 0.60651, 0.07827], [0.08430, -1.27013, -0.51989], [1.20077, 1.81420, 2.15990], [-1.48053, 1.70537, 1.27982], [-1.42979, 1.86123, -0.91959], [0.51243, -0.68907, 2.19231], [0.96596, 2.08885, 4.37432], [0.88669, 1.63261, -4.35188], [1.03840, 1.43111, -2.21208], [0.68157, 2.87572, -3.88678], [0.67836, 3.45012, -0.32162], [0.03579, 6.03817, -1.08783], [3.43688, 3.30332, -0.70475], [1.72513, -0.76250, 4.28579], [0.66975, -3.57895, -0.94808], [-2.85160, -0.89112, -1.76636], [0.27424, 5.09031, -1.98567], [0.58850, 3.79152, -1.60823], [3.34241, 2.19609, -0.36137], [-1.15670, -5.21584, -1.10711], [1.08957, 0.77591, -3.33982], [-0.29168, -2.51664, -0.71569], [0.47433, 4.40007, 0.57896], [-2.75413, -1.14770, 0.76659], [-2.10539, -4.20097, -0.91252], [0.14058, 5.69131, 0.19038], [0.24681, -4.86631, -1.13561], [2.16158, -3.33392, -1.00547], [-2.83778, -1.86937, -0.58252], [-3.08894, 3.13795, 0.24194], [2.54338, -2.37939, -2.14342], [2.71415, -2.83988, 0.33626], [-0.74947, -0.20322, 4.20497], [-1.74094, -2.89377, -0.73485], [0.95063, 1.42652, 3.34627], [0.59950, -0.09702, 3.50733], [-1.92107, 2.17070, 0.19643], [0.78052, 2.72149, -2.58584], [-1.51620, 0.24055, 3.56781], [-3.54765, -0.40114, 0.85838], [0.98959, -5.63592, -1.31385], [1.46977, -1.79533, 4.54302], [2.63066, -0.76001, 3.67583], [-3.63588, -0.13970, -1.64162], [-3.99008, 2.58685, 0.51489], [2.62397, -4.30257, -1.21580], [-3.78955, -2.40993, -0.60112], [0.37840, -1.63525, 2.29574], [-1.79530, -0.64624, 0.87647], [-2.90357, 3.88983, 1.00850], [-1.47477, -6.24071, -1.24751], [2.43823, -3.52749, 1.13976], [3.80337, -2.76481, 0.29838], [-0.70927, 0.35098, 5.14074], [2.24559, -1.36612, -1.88627], [-2.85654, -1.86272, 1.58580], [1.28561, -0.27813, -3.45530], [-3.22930, 3.60582, -0.72958], [2.31894, -1.85288, 0.55823], [2.05001, -2.68035, -3.07213], [0.84743, 1.45173, -5.33713], [-3.03036, -1.43376, -2.69739], [1.91910, -0.20501, 5.20041], [3.62384, -2.38625, -2.30101], [0.58419, 4.10694, 1.61700], [-1.89975, -0.37487, -1.84357], [-1.00295, -1.24805, 4.40798], [-0.05624, 6.46569, 0.92160], [0.21076, 5.35882, -3.03248], [-3.16207, -4.44819, -0.91130]], "mulliken_spin": [3.018, -0.006, 0.006, -0.004, -0.006, -0.004, -0.007, 0.000, 0.000, 0.002, 0.000, -0.005, 0.000, -0.001, 0.000, -0.002, 0.001, 0.000, -0.001, 0.001, 0.001, -0.001, -0.001, 0.000, 0.001, -0.002, 0.000, -0.003, 0.002, 0.000, 0.000, -0.001, 0.000, 0.000, 0.001, -0.001, 0.001, 0.008, -0.001, 0.000, 0.000, 0.000, 0.000, 0.000, 0.000, 0.000, 0.000, 0.000, 0.001, 0.000, 0.000, 0.000, 0.000, 0.000, 0.000, -0.001, 0.000, 0.000, 0.000, 0.001, 0.000, 0.000, 0.000, 0.000, 0.000, 0.000, -0.001, 0.000, 0.000, 0.000, 0.000], "total_charge": -1, "e_tot_ev": -73790.94691, "s2": 3.752, "spin_multiplicity": 4, "gap_ha": [0.2591, 0.2596], "homo_ev": [-4.68, -4.69], "e_above_lowest_kcal_mol": 10.7, "e_lumo_ev": [2.4, 2.4]}

- Which formula does entry 3 have?
  C25H32N4O4S